a) Entry from the Open Molecules 2025 dataset: a cluster of 8 separate species, C24H60N4O8 in total (the ωB97M-V functional and the def2-TZVPD basis).

```
96
C24H60N4O8 (the ωB97M-V functional and the def2-TZVPD basis)
C -1.68 -0.78 2.53
C -0.22 -0.52 2.93
N 0.12 0.46 3.76
O 0.72 -1.18 2.49
H -1.99 -0.16 1.69
H -2.27 -0.41 3.37
H -1.94 -1.84 2.44
H 1.12 0.40 3.85
H -0.56 0.84 4.41
C -4.42 2.95 -0.05
C -3.11 3.08 0.74
N -2.97 2.33 1.88
O -2.21 3.89 0.39
H -5.03 3.85 -0.17
H -5.03 2.20 0.45
H -4.26 2.42 -0.99
H -2.26 2.60 2.55
H -3.85 2.06 2.29
C 4.25 0.33 -1.57
C 4.95 1.23 -0.43
N 4.49 2.51 -0.35
O 5.89 0.80 0.21
H 4.59 -0.70 -1.63
H 4.31 0.90 -2.50
H 3.18 0.31 -1.38
H 3.53 2.75 -0.57
H 4.91 3.12 0.34
C 0.97 2.60 1.22
C 1.13 1.93 -0.11
N 0.34 0.94 -0.36
O 1.80 2.44 -0.93
H 0.35 3.49 1.15
H 1.92 2.73 1.74
H 0.37 1.89 1.79
H 0.32 0.51 -1.27
H -0.04 0.43 0.43
C -2.05 -4.92 -4.40
C -2.42 -4.40 -3.01
C -2.48 -2.96 -3.17
C -3.01 -2.23 -1.94
C -2.66 -0.73 -1.96
C -3.53 0.02 -2.94
H -0.97 -4.80 -4.47
H -2.52 -4.34 -5.20
H -2.16 -5.99 -4.23
H -3.38 -4.80 -2.69
H -1.75 -4.62 -2.18
H -3.07 -2.74 -4.06
H -1.45 -2.61 -3.29
H -4.08 -2.46 -1.94
H -2.44 -2.65 -1.11
H -2.81 -0.37 -0.94
H -1.63 -0.51 -2.25
H -3.11 0.92 -3.37
H -3.93 -0.62 -3.72
H -4.46 0.08 -2.37
C 0.27 -8.89 -2.22
C 0.99 -7.56 -2.29
C 0.43 -6.54 -1.24
C 1.01 -5.10 -1.46
C 0.42 -4.15 -0.44
C 0.60 -2.69 -0.86
H 0.28 -9.48 -1.31
H 0.72 -9.42 -3.05
H -0.76 -8.92 -2.58
H 2.07 -7.67 -2.16
H 0.93 -7.27 -3.34
H 0.78 -6.82 -0.24
H -0.63 -6.77 -1.18
H 2.08 -5.21 -1.27
H 0.90 -4.69 -2.47
H -0.65 -4.33 -0.41
H 0.83 -4.39 0.54
H 0.22 -2.07 -0.05
H 1.62 -2.36 -1.07
H 0.08 -2.30 -1.74
O 2.20 5.99 2.27
C 2.65 5.73 0.92
C 4.19 5.59 0.82
O 4.78 4.56 1.71
H 2.42 6.88 2.56
H 2.34 4.78 0.46
H 2.20 6.47 0.25
H 4.71 6.49 1.15
H 4.46 5.20 -0.16
H 4.76 4.88 2.62
O -0.09 6.91 6.08
C 0.01 6.63 4.73
C -0.29 5.20 4.34
O -0.45 5.18 2.98
H 0.39 7.69 6.38
H -0.63 7.26 4.11
H 1.02 6.89 4.41
H -1.18 4.78 4.82
H 0.44 4.45 4.65
H 0.40 5.41 2.60
```

Summary:
SMILES: CC(N)=O.CC(N)=O.CC(N)=O.CC(N)=O.CCCCCC.CCCCCC.OCCO.OCCO
Kohn-Sham gap (eV): 8.889

Mulliken atomic charges, in units of e:
1 C -0.928
2 C 0.684
3 N -0.333
4 O -0.616
5 H 0.069
6 H 0.468
7 H 0.297
8 H 0.261
9 H 0.193
10 C -1.091
11 C 0.656
12 N -0.234
13 O -0.559
14 H 0.346
15 H 0.361
16 H 0.139
17 H 0.131
18 H 0.242
19 C -0.546
20 C 0.546
21 N -0.233
22 O -0.631
23 H 0.322
24 H 0.320
25 H -0.171
26 H 0.279
27 H 0.208
28 C 0.283
29 C 0.693
30 N 0.289
31 O -0.819
32 H 0.026
33 H 0.371
34 H -0.658
35 H 0.090
36 H -0.400
37 C -1.275
38 C 0.302
39 C -0.713
40 C -0.871
41 C 0.811
42 C -1.590
43 H 0.263
44 H 0.394
45 H 0.371
46 H 0.424
47 H -0.402
48 H 0.385
49 H 0.273
50 H 0.574
51 H 0.106
52 H -0.032
53 H -0.068
54 H 0.326
55 H 0.312
56 H 0.377
57 C -1.356
58 C -0.431
59 C -0.730
60 C -0.904
61 C -0.685
62 C -0.762
63 H 0.318
64 H 0.404
65 H 0.344
66 H 0.336
67 H 0.314
68 H 0.322
69 H 0.471
70 H 0.614
71 H 0.293
72 H 0.249
73 H 0.514
74 H 0.006
75 H 0.585
76 H 0.102
77 O -0.513
78 C 0.171
79 C -0.714
80 O -0.601
81 H 0.244
82 H -0.149
83 H 0.333
84 H 0.443
85 H 0.393
86 H 0.296
87 O -0.552
88 C -0.285
89 C -0.374
90 O -0.344
91 H 0.334
92 H 0.260
93 H 0.082
94 H 0.354
95 H 0.344
96 H 0.250

***

b) Entry from the Open Molecules 2025 dataset: a cluster of 4 separate species, C24H60N4O8 in total (the ωB97M-V functional and the def2-TZVPD basis).

```
96
C24H60N4O8 (the ωB97M-V functional and the def2-TZVPD basis)
C 8.88 12.57 -6.24
O 7.95 13.64 -6.71
C 7.30 14.32 -5.62
C 6.38 13.51 -4.77
N 7.07 13.03 -3.56
C 6.47 11.89 -2.89
C 6.13 10.61 -3.75
O 7.25 10.16 -4.56
C 8.25 9.40 -3.89
H 9.45 12.03 -6.99
H 8.33 11.78 -5.72
H 9.68 12.88 -5.57
H 6.79 15.14 -6.13
H 8.07 14.80 -5.01
H 6.00 12.68 -5.37
H 5.59 14.12 -4.35
H 8.03 12.84 -3.78
H 5.64 12.29 -2.31
H 7.21 11.87 -2.08
H 5.21 10.65 -4.34
H 5.81 9.79 -3.11
H 7.84 8.46 -3.50
H 8.78 9.96 -3.12
H 8.96 9.04 -4.64
C -8.35 -15.73 8.36
O -7.05 -15.23 8.01
C -6.21 -16.17 7.47
C -5.17 -15.33 6.61
N -5.60 -14.99 5.26
C -6.81 -14.19 5.33
C -7.12 -13.52 4.02
O -7.71 -14.46 3.19
C -8.07 -14.06 1.80
H -8.92 -14.86 8.68
H -8.28 -16.43 9.19
H -8.81 -16.13 7.46
H -6.66 -16.98 6.89
H -5.50 -16.57 8.20
H -4.23 -15.88 6.54
H -4.75 -14.41 7.01
H -5.72 -15.66 4.51
H -6.70 -13.41 6.08
H -7.66 -14.86 5.51
H -6.22 -13.07 3.60
H -7.91 -12.77 4.10
H -8.46 -14.85 1.17
H -7.14 -13.73 1.35
H -8.70 -13.17 1.73
C -5.08 -3.87 -0.49
O -4.11 -4.10 -1.49
C -3.80 -2.86 -2.20
C -2.95 -1.93 -1.30
N -2.32 -0.92 -2.11
C -3.15 0.23 -2.49
C -2.40 1.43 -3.04
O -1.34 1.81 -2.14
C -0.17 2.16 -2.85
H -5.89 -3.14 -0.57
H -4.56 -3.59 0.43
H -5.65 -4.70 -0.08
H -4.60 -2.31 -2.68
H -3.27 -3.21 -3.09
H -2.21 -2.54 -0.76
H -3.63 -1.70 -0.48
H -1.42 -0.59 -1.79
H -3.67 0.62 -1.62
H -3.93 0.03 -3.22
H -3.11 2.26 -2.95
H -2.14 1.47 -4.10
H -0.39 3.08 -3.39
H 0.03 1.34 -3.54
H 0.66 2.26 -2.14
C 0.37 7.04 -0.27
O 1.65 6.51 0.26
C 1.57 5.80 1.46
C 2.82 5.04 1.95
N 2.66 3.61 1.65
C 3.93 2.88 1.77
C 3.63 1.41 1.68
O 3.30 1.24 0.31
C 3.16 -0.08 0.00
H 0.41 7.68 -1.15
H -0.15 7.65 0.46
H -0.28 6.20 -0.52
H 0.72 5.14 1.26
H 1.27 6.53 2.21
H 2.79 5.20 3.02
H 3.75 5.32 1.44
H 2.26 3.40 0.75
H 4.39 3.18 2.72
H 4.68 3.26 1.08
H 2.89 1.16 2.44
H 4.53 0.88 2.00
H 4.13 -0.59 -0.06
H 2.83 -0.02 -1.04
H 2.47 -0.64 0.61
```

Summary:
SMILES: COCCNCCOC.COCCNCCOC.COCCNCCOC.COCCNCCOC
Kohn-Sham gap (eV): 8.838

Mulliken atomic charges, in units of e:
1 C -0.515
2 O -0.405
3 C -0.720
4 C -0.377
5 N -0.363
6 C -0.856
7 C -0.599
8 O -0.366
9 C -0.764
10 H 0.343
11 H 0.037
12 H 0.333
13 H 0.326
14 H 0.393
15 H 0.277
16 H 0.426
17 H 0.320
18 H 0.390
19 H 0.457
20 H 0.362
21 H 0.406
22 H 0.328
23 H 0.302
24 H 0.265
25 C -0.786
26 O -0.309
27 C -0.386
28 C -0.889
29 N -0.360
30 C -0.200
31 C -0.795
32 O -0.315
33 C -0.769
34 H 0.227
35 H 0.314
36 H 0.345
37 H 0.332
38 H 0.369
39 H 0.444
40 H 0.378
41 H 0.251
42 H 0.431
43 H 0.097
44 H 0.368
45 H 0.383
46 H 0.259
47 H 0.309
48 H 0.299
49 C -0.858
50 O -0.396
51 C -0.549
52 C -0.531
53 N -0.255
54 C -0.455
55 C -0.783
56 O -0.325
57 C -0.610
58 H 0.340
59 H 0.321
60 H 0.315
61 H 0.348
62 H 0.352
63 H 0.377
64 H 0.310
65 H 0.251
66 H 0.296
67 H 0.274
68 H 0.318
69 H 0.487
70 H 0.311
71 H 0.355
72 H 0.102
73 C -0.688
74 O -0.331
75 C -0.565
76 C -0.415
77 N -0.280
78 C -0.807
79 C -0.585
80 O -0.247
81 C -0.844
82 H 0.276
83 H 0.309
84 H 0.248
85 H 0.357
86 H 0.317
87 H 0.231
88 H 0.360
89 H 0.166
90 H 0.469
91 H 0.396
92 H 0.317
93 H 0.418
94 H 0.312
95 H 0.247
96 H 0.344

***

Here is how they stack up, most stable first: a), b).